A.
Here is CH3I2P as an isolated structure from OMol25. Energies are from ωB97M-V with the def2-TZVPD basis set.

Last column: Löwdin charge in e.
Element x y z (Å)
I (2.256, -0.399, 1.058)  0.56
I (-1.297, -0.437, 1.692)  0.65
P (-0.002, -0.270, -1.344)  0.58
C (0.266, 0.231, 0.400)  -1.71
H (-0.618, -1.403, -0.791)  -0.16
H (-1.282, 0.471, -1.397)  -0.08
H (0.677, 1.808, 0.381)  0.16

Output
LUMO energy: -0.775 eV
Frontier orbital gap: 8.58 eV
Highest occupied orbital energy: -9.35 eV

***

B.
Here is a single CH3I2P molecule from OMol25. Energies are from ωB97M-V with the def2-TZVPD basis set.

Last column: Löwdin charge in e.
Element x y z (Å)
I (-3.249, -2.952, -1.367)  0.13
I (-0.653, 0.252, -0.390)  0.48
P (-2.312, -0.958, -2.361)  -0.18
C (1.356, 0.861, 0.801)  -0.35
H (1.060, 1.409, 1.697)  -0.01
H (1.692, 0.032, 1.333)  -0.04
H (2.105, 1.356, 0.287)  -0.03

Output
LUMO energy (alpha / beta): -2.104 / -1.697 eV
Frontier orbital gap (alpha / beta): 6.18 / 6.17 eV
Highest occupied orbital energy (alpha / beta): -8.29 / -7.86 eV

***

Most stable structure, least stable structure: B, A.

***

A.
Here is a single C4H8O2 molecule from OMol25. Energies are from ωB97M-V with the def2-TZVPD basis set.

Last column: Löwdin charge in e.
Element x y z (Å)
O (-2.327, 0.215, -1.152)  0.07
O (-0.800, -0.890, 0.107)  -0.02
C (-1.911, -0.785, -0.623)  -0.35
C (0.694, 0.294, 1.531)  -0.04
C (1.009, 0.170, -1.028)  -0.04
C (0.056, 0.282, 0.154)  -0.41
H (1.271, 1.213, 1.675)  0.09
H (-2.402, -1.767, -0.680)  0.15
H (0.452, 0.312, -1.960)  0.08
H (-0.580, 1.163, 0.035)  0.14
H (-0.090, 0.263, 2.294)  0.08
H (1.465, -0.826, -1.049)  0.09
H (1.805, 0.920, -0.986)  0.09
H (1.358, -0.564, 1.683)  0.09

Output
LUMO energy: 1.012 eV
Frontier orbital gap: 11.67 eV
Highest occupied orbital energy: -10.66 eV
SMILES: CC(C)OC=O

***

B.
Here is a single C4H8O2 molecule from OMol25. Energies are from ωB97M-V with the def2-TZVPD basis set.

Last column: Löwdin charge in e.
Element x y z (Å)
O (0.278, -0.173, -1.397)  0.10
O (1.330, 0.143, 0.562)  -0.04
C (0.237, 0.101, -0.221)  -0.51
C (-2.257, -0.191, -0.066)  -0.10
C (2.551, -0.183, -0.103)  -0.05
C (-1.018, 0.451, 0.548)  -0.15
H (3.318, -0.217, 0.670)  0.09
H (-0.884, 0.168, 1.596)  0.12
H (-2.312, 0.032, -1.134)  0.08
H (-1.103, 1.545, 0.531)  0.13
H (2.793, 0.575, -0.852)  0.10
H (-2.230, -1.279, 0.046)  0.08
H (2.463, -1.152, -0.599)  0.09
H (-3.165, 0.180, 0.419)  0.07

Output
LUMO energy: 0.959 eV
Frontier orbital gap: 11.40 eV
Highest occupied orbital energy: -10.44 eV
SMILES: CCC(=O)OC

***

Most stable structure, least stable structure: B, A.

***

A.
Here is a single C4H8O2 molecule from OMol25. Energies are from ωB97M-V with the def2-TZVPD basis set.

Last column: Löwdin charge in e.
Element x y z (Å)
O (-1.516, 1.184, -0.410)  -0.06
O (1.010, -1.704, -0.313)  0.02
C (-1.090, -0.178, -0.298)  -0.25
C (1.101, 0.820, -0.028)  -0.02
C (0.376, -0.495, 0.033)  -0.51
C (-0.667, -0.646, 1.082)  -0.01
H (1.776, -1.546, -0.880)  0.10
H (-1.383, 1.544, -1.305)  0.11
H (-0.948, -1.667, 1.344)  0.12
H (1.803, 1.015, 0.783)  0.09
H (1.584, 0.918, -1.008)  0.09
H (-0.639, 0.035, 1.929)  0.12
H (0.280, 1.557, -0.013)  0.08
H (-1.685, -0.837, -0.917)  0.14

Output
LUMO energy: 0.772 eV
Frontier orbital gap: 9.83 eV
Highest occupied orbital energy: -9.06 eV
SMILES: C[C@@]1(O)C[C@H]1O

***

B.
Here is a 2-piece molecular cluster, C4H8O2 overall from OMol25. Energies are from ωB97M-V with the def2-TZVPD basis set.

Last column: Löwdin charge in e.
Element x y z (Å)
O (-1.553, -1.353, -0.965)  0.04
O (0.987, -0.230, -1.988)  -0.05
C (1.019, 0.153, 1.195)  -0.07
C (-0.292, 0.144, 0.451)  -0.36
C (-0.721, -1.190, -0.095)  -0.25
C (-1.120, 1.184, 0.348)  0.08
H (0.429, 0.533, -1.803)  0.04
H (1.299, 1.167, 1.500)  0.08
H (-2.068, 1.075, -0.172)  0.08
H (0.365, -0.852, -2.384)  0.04
H (-0.890, 2.141, 0.813)  0.07
H (1.833, -0.262, 0.585)  0.08
H (0.931, -0.461, 2.102)  0.08
H (-0.221, -2.048, 0.413)  0.13

Output
LUMO energy: 0.259 eV
Frontier orbital gap: 10.34 eV
Highest occupied orbital energy: -10.08 eV
SMILES: C=C(C)C=O.O

***

C.
Here is a 3-piece molecular cluster, C4H8O2 overall from OMol25. Energies are from ωB97M-V with the def2-TZVPD basis set.

Last column: Löwdin charge in e.
Element x y z (Å)
O (-1.364, 1.445, 0.772)  0.02
O (1.677, 1.311, -1.772)  -0.11
C (0.434, -1.686, 0.447)  -0.10
C (-0.878, 1.003, -0.332)  0.02
C (1.425, -0.792, 0.460)  -0.08
C (-2.150, 0.391, 0.142)  -0.12
H (0.758, 1.221, -1.463)  -0.06
H (1.869, -0.414, -0.461)  0.03
H (-0.012, -2.055, 1.371)  0.05
H (2.037, 1.975, -1.172)  0.04
H (1.802, -0.394, 1.404)  0.06
H (-2.142, -0.548, 0.686)  0.09
H (0.057, -2.083, -0.496)  0.06
H (-3.086, 0.737, -0.285)  0.10

Output
LUMO energy: 0.417 eV
Frontier orbital gap: 10.31 eV
Highest occupied orbital energy: -9.89 eV

***

D.
Here is a 3-piece molecular cluster, C4H8O2 overall from OMol25. Energies are from ωB97M-V with the def2-TZVPD basis set.

Last column: Löwdin charge in e.
Element x y z (Å)
O (-0.411, 1.102, -0.150)  -0.10
O (0.950, -1.971, 0.952)  0.05
C (-0.088, -0.198, -0.413)  -0.46
C (-0.624, 1.508, 1.197)  -0.08
C (0.306, -0.429, -1.776)  0.00
C (0.802, -0.811, 0.679)  -0.25
H (0.974, 0.313, -2.223)  0.06
H (0.291, 1.900, 1.656)  0.09
H (-1.015, 0.684, 1.805)  0.10
H (1.391, -0.026, 1.197)  0.14
H (-0.103, -1.924, -1.070)  0.16
H (-0.361, -0.899, -2.486)  0.04
H (-1.370, 2.305, 1.165)  0.09
H (-0.743, -1.553, -0.533)  0.14

Output
LUMO energy: 0.153 eV
Frontier orbital gap: 8.95 eV
Highest occupied orbital energy: -8.80 eV

***

Most stable structure, least stable structure: B, D.

***

A.
Here is a single C6H8N2 molecule from OMol25. Energies are from ωB97M-V with the def2-TZVPD basis set.

Last column: Löwdin charge in e.
Element x y z (Å)
N (1.768, -0.558, -0.018)  0.09
N (0.916, 0.594, -0.530)  -0.09
C (-1.161, -0.047, 0.087)  -0.31
C (-0.572, -1.469, -0.027)  -0.09
C (0.798, 1.916, -0.034)  -0.06
C (-2.426, 0.306, -0.120)  0.04
C (0.979, -1.534, 0.023)  -0.17
C (-0.063, 0.819, 0.532)  -0.24
H (0.452, 0.489, 1.459)  0.14
H (0.396, 2.614, -0.749)  0.11
H (-1.047, -2.009, 0.853)  0.14
H (1.617, 2.158, 0.580)  0.10
H (1.411, -2.538, 0.148)  0.11
H (-0.955, -1.977, -0.891)  0.10
H (-3.234, -0.289, -0.541)  0.05
H (-2.754, 1.359, 0.221)  0.09

Output
LUMO energy: 1.009 eV
Frontier orbital gap: 9.88 eV
Highest occupied orbital energy: -8.87 eV
SMILES: C=C1CC=NN2C[C@@H]12

***

B.
Here is C6H8N2 as an isolated structure from OMol25. Energies are from ωB97M-V with the def2-TZVPD basis set.

Last column: Löwdin charge in e.
Element x y z (Å)
N (1.713, 1.063, 1.748)  0.10
N (0.332, 0.914, -0.175)  -0.06
C (-1.198, -0.679, 0.513)  -0.05
C (-1.021, 0.457, -0.478)  -0.28
C (0.713, -0.492, -0.582)  -0.20
C (0.656, 1.348, 1.091)  -0.30
C (-0.006, -1.326, 0.486)  -0.03
C (-0.421, -0.306, -1.684)  -0.05
H (-1.026, -1.195, -2.036)  0.13
H (1.749, -0.651, -0.806)  0.12
H (0.400, -2.188, 1.064)  0.12
H (-1.853, 1.195, -0.663)  0.15
H (-0.021, 2.117, 1.546)  0.13
H (-2.037, -0.909, 1.158)  0.10
H (2.235, 0.304, 1.351)  0.02
H (-0.216, 0.349, -2.533)  0.10

Output
LUMO energy: 1.015 eV
Frontier orbital gap: 10.12 eV
Highest occupied orbital energy: -9.10 eV

***

Most stable structure, least stable structure: B, A.

***

A.
Here is a single C6H8N2 molecule from OMol25. Energies are from ωB97M-V with the def2-TZVPD basis set.

Last column: Löwdin charge in e.
Element x y z (Å)
N (2.515, -0.464, -0.489)  0.17
N (-0.503, -1.320, 1.011)  -0.01
C (-0.815, -0.836, -1.448)  -0.05
C (0.628, 2.192, 0.483)  0.04
C (0.206, 1.026, 0.872)  -0.07
C (0.048, -1.399, -0.299)  -0.42
C (1.390, -0.672, -0.320)  -0.23
C (-0.485, -0.081, 1.537)  -0.31
H (-0.021, 3.058, 0.389)  0.08
H (-0.979, 0.236, -1.341)  0.06
H (1.665, 2.319, 0.195)  0.08
H (-0.327, -1.008, -2.409)  0.08
H (0.266, -2.451, -0.514)  0.14
H (-1.299, 0.796, 1.140)  0.22
H (-0.509, -0.052, 2.629)  0.14
H (-1.780, -1.343, -1.435)  0.08

Output
LUMO energy (alpha / beta): -0.385 / -0.386 eV
Frontier orbital gap (alpha / beta): 8.04 / 8.03 eV
Highest occupied orbital energy (alpha / beta): -8.42 / -8.42 eV

***

B.
Here is C6H8N2 as an isolated structure from OMol25. Energies are from ωB97M-V with the def2-TZVPD basis set.

Last column: Löwdin charge in e.
Element x y z (Å)
N (-2.987, 0.101, 0.088)  0.16
N (0.414, 1.304, -0.002)  0.00
C (-0.409, 0.037, -0.111)  -0.47
C (0.282, -0.630, 1.090)  -0.08
C (0.361, -0.846, -1.070)  -0.04
C (-1.841, 0.114, -0.081)  -0.13
C (1.767, 0.657, 0.056)  -0.25
C (1.461, -0.759, 0.097)  -0.24
H (2.300, -1.574, 0.284)  0.18
H (0.703, -0.418, -1.976)  0.10
H (-0.085, -1.799, -1.279)  0.11
H (-0.068, -1.620, 1.257)  0.10
H (2.383, 1.070, 0.874)  0.12
H (0.443, 1.963, -0.890)  0.16
H (0.317, 0.016, 2.085)  0.17
H (2.282, 1.090, -0.845)  0.12

Output
LUMO energy: 0.738 eV
Frontier orbital gap: 10.17 eV
Highest occupied orbital energy: -9.43 eV

***

C.
Here is a single C6H8N2 molecule from OMol25. Energies are from ωB97M-V with the def2-TZVPD basis set.

Last column: Löwdin charge in e.
Element x y z (Å)
N (-1.912, 2.429, -0.312)  0.09
N (1.139, 0.591, -0.676)  -0.05
C (0.025, 0.284, 1.059)  -0.09
C (1.119, 1.387, 0.653)  -0.14
C (-0.721, -1.326, -0.986)  -0.09
C (-0.227, 0.144, -0.592)  -0.43
C (-1.150, 1.460, -0.602)  -0.13
C (-0.598, -2.446, -0.049)  -0.02
H (-0.534, -1.725, -2.133)  0.13
H (1.335, 1.141, -1.662)  0.18
H (-0.362, -3.464, -0.656)  0.09
H (-0.827, -2.317, 1.152)  0.11
H (0.381, -0.686, 1.157)  0.03
H (0.845, 2.444, 0.553)  0.09
H (-0.608, 0.675, 1.874)  0.12
H (2.093, 1.409, 1.220)  0.11

Output
LUMO energy: 0.195 eV
Frontier orbital gap: 10.11 eV
Highest occupied orbital energy: -9.92 eV
SMILES: C=C[C@@]1(C#N)CCN1

***

D.
Here is a single C6H8N2 molecule from OMol25. Energies are from ωB97M-V with the def2-TZVPD basis set.

Last column: Löwdin charge in e.
Element x y z (Å)
N (1.137, -0.642, -0.720)  -0.06
N (-1.026, 0.957, -0.631)  0.04
C (-1.027, -1.064, 0.272)  -0.14
C (1.325, 0.822, -0.399)  -0.16
C (1.830, -0.321, 0.472)  -0.13
C (-1.964, -0.035, 0.037)  -0.24
C (-0.260, -0.965, -0.810)  -0.13
C (-0.050, 1.418, 0.102)  -0.11
H (-2.348, 0.170, 1.103)  0.13
H (2.858, -0.639, 0.454)  0.11
H (-2.783, -0.051, -0.722)  0.12
H (1.266, -0.330, 1.348)  0.07
H (2.246, 1.248, -1.075)  0.17
H (-0.473, -1.022, 1.273)  0.12
H (-0.229, 1.289, 1.141)  0.08
H (-0.502, -0.834, -1.845)  0.13

Output
LUMO energy: 0.108 eV
Frontier orbital gap: 8.35 eV
Highest occupied orbital energy: -8.24 eV
SMILES: C1=CN2C[C@@H]2C=NC1

***

Most stable structure, least stable structure: B, D.

***

A.
Here is a single C6H8N2 molecule from OMol25. Energies are from ωB97M-V with the def2-TZVPD basis set.

Last column: Löwdin charge in e.
Element x y z (Å)
N (-2.158, -0.020, -0.139)  -0.02
N (1.987, -0.082, -0.187)  -0.13
C (0.059, 0.815, 0.360)  -0.27
C (-1.365, 1.182, -0.054)  -0.09
C (1.391, 1.205, -0.472)  -0.12
C (1.289, -1.222, -0.042)  -0.09
C (-1.340, -1.201, 0.031)  -0.13
C (-0.088, -0.715, -0.229)  -0.39
H (-3.188, -0.024, -0.439)  0.18
H (-1.708, 2.288, -0.002)  0.11
H (-1.952, -2.084, 0.175)  0.10
H (1.822, -2.224, 0.385)  0.16
H (0.469, 0.845, 1.474)  0.15
H (-0.320, -0.383, -1.419)  0.20
H (2.004, 1.945, 0.204)  0.08
H (3.097, -0.326, 0.355)  0.26

Output
LUMO energy: 0.478 eV
Frontier orbital gap: 6.79 eV
Highest occupied orbital energy: -6.32 eV

***

B.
Here is a single C6H8N2 molecule from OMol25. Energies are from ωB97M-V with the def2-TZVPD basis set.

Last column: Löwdin charge in e.
Element x y z (Å)
N (-0.260, -1.410, 0.004)  -0.09
N (0.889, -2.184, 0.317)  0.02
C (-1.398, -0.373, 1.990)  -0.03
C (0.275, -0.161, -1.135)  0.09
C (-0.681, -0.809, 1.108)  -0.17
C (0.742, 0.461, -2.020)  -0.18
C (1.238, 1.223, -3.133)  -0.13
C (-1.770, 0.601, 3.010)  -0.10
H (1.443, -1.740, 1.005)  0.07
H (0.502, 2.021, -3.502)  0.11
H (2.125, 1.752, -2.905)  0.05
H (1.347, 0.540, -4.012)  0.09
H (-2.750, 1.101, 2.700)  0.11
H (-2.104, 0.232, 3.918)  0.05
H (1.393, -2.459, -0.493)  0.08
H (-0.992, 1.205, 3.147)  0.03

Output
LUMO energy: 0.779 eV
Frontier orbital gap: 9.35 eV
Highest occupied orbital energy: -8.57 eV
SMILES: CC#CN(N)C#CC

***

Most stable structure, least stable structure: B, A.